{
  "formula": "C44H118N8O14",
  "method": "ωB97M-V with the def2-TZVPD basis set",
  "orbital_gap_ev": 8.9,
  "smiles": "COC[C@H](C)N.COC[C@H](C)N.COC[C@H](C)N.COC[C@H](C)N.COC[C@H](C)N.COCCNCCOC.COCCNCCOC.COCCNCCOC.CCO.CCO.CCO",
  "e_tot_ha": -3238.16622,
  "charge": 0,
  "symbols": ["C", "C", "O", "H", "H", "H", "H", "H", "H", "C", "C", "O", "H", "H", "H", "H", "H", "H", "C", "C", "O", "H", "H", "H", "H", "H", "H", "C", "O", "C", "C", "N", "C", "C", "O", "C", "H", "H", "H", "H", "H", "H", "H", "H", "H", "H", "H", "H", "H", "H", "H", "C", "O", "C", "C", "N", "C", "C", "O", "C", "H", "H", "H", "H", "H", "H", "H", "H", "H", "H", "H", "H", "H", "H", "H", "C", "O", "C", "C", "N", "C", "C", "O", "C", "H", "H", "H", "H", "H", "H", "H", "H", "H", "H", "H", "H", "H", "H", "H", "C", "C", "C", "O", "C", "N", "H", "H", "H", "H", "H", "H", "H", "H", "H", "H", "H", "C", "C", "C", "O", "C", "N", "H", "H", "H", "H", "H", "H", "H", "H", "H", "H", "H", "C", "C", "C", "O", "C", "N", "H", "H", "H", "H", "H", "H", "H", "H", "H", "H", "H", "C", "C", "C", "O", "C", "N", "H", "H", "H", "H", "H", "H", "H", "H", "H", "H", "H", "C", "C", "C", "O", "C", "N", "H", "H", "H", "H", "H", "H", "H", "H", "H", "H", "H"],
  "coordinates": [[-11.04777, -0.09051, -14.29623], [-9.82184, -0.29330, -13.39181], [-9.69047, 0.83784, -12.52650], [-10.99897, -0.79938, -15.12281], [-11.23497, 0.93617, -14.61084], [-11.99516, -0.32229, -13.80958], [-8.87946, -0.47459, -13.90868], [-9.98646, -1.24904, -12.89426], [-9.76125, 0.52115, -11.62301], [-15.79661, -4.02824, -12.25906], [-16.62359, -5.30171, -12.26486], [-17.96800, -5.09642, -12.11019], [-14.75797, -4.16210, -11.95672], [-16.29701, -3.35820, -11.55996], [-15.78766, -3.40819, -13.15547], [-16.26108, -6.00534, -11.51546], [-16.41984, -5.92329, -13.13677], [-18.28913, -5.63866, -11.38599], [-10.02234, 5.39736, -19.86324], [-10.71731, 4.06765, -19.75849], [-10.27245, 3.51716, -18.57011], [-9.91005, 5.86230, -18.88379], [-10.52413, 6.11477, -20.51257], [-9.00736, 5.27860, -20.24246], [-10.60682, 3.37181, -20.59018], [-11.79082, 4.18678, -19.61192], [-10.17174, 2.57124, -18.69929], [-15.50021, 6.06139, -2.75045], [-15.09697, 6.06925, -4.14492], [-14.16266, 7.17606, -4.39755], [-13.95493, 7.29788, -5.91015], [-13.05361, 8.38822, -6.24036], [-13.07777, 8.64956, -7.67180], [-12.63625, 7.55885, -8.69717], [-11.46986, 6.89637, -8.18736], [-10.88211, 6.08269, -9.19988], [-16.36114, 5.40996, -2.60035], [-15.83461, 7.04205, -2.41194], [-14.68549, 5.72217, -2.11070], [-13.25144, 6.84786, -3.89750], [-14.51339, 8.11019, -3.95883], [-14.97916, 7.46113, -6.24542], [-13.57886, 6.38265, -6.36735], [-12.14146, 8.01576, -6.01818], [-12.63781, 9.60877, -7.94468], [-14.09213, 8.85659, -8.01286], [-12.57715, 8.07506, -9.65536], [-13.47307, 6.89173, -8.90403], [-11.61727, 5.41533, -9.64963], [-10.26579, 5.36084, -8.66396], [-10.30147, 6.66576, -9.91470], [5.81857, -4.54027, -15.76580], [5.65903, -3.59054, -14.68879], [4.33819, -3.57378, -14.07428], [3.23690, -3.02080, -15.02303], [1.87625, -2.91287, -14.44286], [1.16029, -1.86633, -15.11021], [-0.15302, -1.47824, -14.41798], [-1.32158, -2.31764, -14.72559], [-2.49180, -1.68056, -14.19297], [6.86197, -4.49019, -16.07710], [5.19282, -4.08597, -16.53401], [5.46929, -5.52391, -15.45189], [4.38607, -2.90254, -13.21682], [4.08190, -4.54745, -13.65669], [3.19588, -3.62046, -15.93233], [3.56863, -2.08888, -15.48083], [1.39282, -3.79757, -14.50360], [0.98577, -2.22618, -16.12419], [1.84989, -1.03460, -15.25431], [-0.41215, -0.48190, -14.77610], [-0.00164, -1.34305, -13.34705], [-2.39855, -1.53112, -13.11730], [-3.36718, -2.31768, -14.31901], [-2.74461, -0.75475, -14.70976], [-8.92492, -4.48738, -6.77786], [-10.08287, -4.19720, -7.61676], [-10.79183, -5.31381, -8.17346], [-9.90801, -6.29898, -8.97987], [-9.28432, -5.56796, -10.07066], [-8.68881, -6.53069, -11.00040], [-8.05358, -5.77825, -12.20486], [-7.50272, -6.77043, -13.01866], [-6.68079, -6.21479, -13.99822], [-9.09261, -5.16370, -5.93967], [-8.54319, -3.55666, -6.35817], [-8.08216, -4.93274, -7.30655], [-11.62041, -4.95263, -8.78265], [-11.29568, -5.90713, -7.41043], [-10.60605, -7.05612, -9.33707], [-9.19046, -6.76294, -8.30314], [-8.57955, -4.95256, -9.69029], [-9.51429, -7.16799, -11.31746], [-7.96012, -7.20266, -10.54700], [-7.23912, -5.14735, -11.84887], [-8.73358, -5.11581, -12.74046], [-6.25142, -7.03583, -14.57235], [-5.90489, -5.67863, -13.45175], [-7.21351, -5.46949, -14.58885], [-5.15322, 4.59358, -15.93676], [-5.93668, 3.92218, -14.77377], [-5.27008, 3.94446, -13.44615], [-3.95838, 3.27816, -13.52333], [-3.09547, 3.53733, -12.37659], [-7.21188, 4.58321, -14.63186], [-4.98613, 5.66537, -15.82976], [-5.62585, 4.39243, -16.89815], [-4.22717, 4.01868, -15.93398], [-6.15074, 2.88689, -15.03921], [-5.74094, 3.40144, -12.62670], [-5.10032, 4.97853, -13.14619], [-2.68092, 4.54282, -12.44890], [-2.26306, 2.83610, -12.31765], [-3.70003, 3.43003, -11.47597], [-7.59384, 3.90484, -13.98841], [-7.66849, 4.39208, -15.51225], [-13.11204, 0.28895, -8.27296], [-12.03998, 0.95907, -7.42863], [-12.33789, 0.91120, -5.93858], [-11.26442, 1.51982, -5.19594], [-11.37413, 1.23311, -3.79456], [-10.82327, 0.17181, -7.67363], [-13.33465, -0.74712, -8.01782], [-12.84260, 0.29568, -9.32912], [-14.03808, 0.86195, -8.22578], [-11.85032, 1.96168, -7.81189], [-12.44628, -0.13382, -5.64826], [-13.26266, 1.39043, -5.61728], [-11.47677, 0.18893, -3.49917], [-12.27633, 1.77137, -3.50400], [-10.45940, 1.69302, -3.42062], [-11.05992, -0.80521, -7.57604], [-10.33986, 0.39935, -6.81652], [-19.38457, 0.95744, -10.26160], [-19.53499, 1.87188, -11.37147], [-18.70086, 1.43807, -12.60734], [-17.26674, 1.42564, -12.52320], [-16.58364, 2.71709, -12.60207], [-20.95718, 1.88447, -11.66435], [-19.64385, -0.07677, -10.48807], [-20.02152, 1.21233, -9.41459], [-18.37299, 0.99774, -9.85763], [-19.18844, 2.84022, -11.01045], [-19.06421, 2.01438, -13.45819], [-18.99627, 0.45308, -12.96877], [-16.87256, 3.29051, -13.48288], [-15.49686, 2.64019, -12.56895], [-16.94068, 3.29261, -11.74803], [-21.14154, 2.29261, -12.56963], [-21.21503, 0.93103, -11.87545], [-17.35267, -4.29542, -18.88880], [-17.41551, -3.74770, -17.43277], [-17.21043, -2.20934, -17.42707], [-15.91888, -1.90331, -17.95743], [-15.58898, -0.54119, -17.89716], [-18.73411, -4.15125, -16.85693], [-17.31544, -5.38429, -18.92153], [-16.51720, -3.90167, -19.46763], [-18.27071, -4.06241, -19.42825], [-16.66534, -4.18588, -16.77448], [-17.30406, -1.82217, -16.41246], [-18.04837, -1.74812, -17.94978], [-14.56125, -0.26828, -18.13674], [-15.53499, -0.28482, -16.83911], [-16.23994, 0.08021, -18.51215], [-18.77377, -5.15964, -16.89795], [-18.74391, -3.94994, -15.86724], [-7.26278, -0.05630, -21.49197], [-7.31301, -1.06732, -20.35962], [-6.05437, -0.98906, -19.47433], [-4.86884, -1.50257, -20.19486], [-3.76652, -1.72607, -19.35774], [-8.51272, -0.95635, -19.62680], [-7.99396, -0.20548, -22.28646], [-6.29128, -0.14969, -21.97732], [-7.26637, 0.99881, -21.21841], [-7.36091, -2.07918, -20.76204], [-6.23422, -1.64616, -18.62347], [-6.03715, 0.00573, -19.02916], [-2.90622, -2.04289, -19.94732], [-3.96987, -2.58699, -18.72088], [-3.50394, -0.86273, -18.74635], [-9.26599, -1.41650, -20.11767], [-8.56517, -1.45296, -18.74889]],
  "atomic_forces_ev_per_a": [[-0.092, -0.301, -0.008], [-0.903, 0.168, -0.258], [0.095, -0.630, 0.112], [0.053, 0.286, -0.360], [0.726, 0.009, -0.373], [0.167, -0.280, 0.568], [-0.036, 0.495, -0.486], [-0.039, 0.121, 0.688], [0.036, 0.146, 0.156], [-0.476, 0.822, 0.380], [2.307, -1.308, -0.429], [-1.835, 0.502, 0.156], [-0.099, -0.214, 0.055], [0.257, 0.002, 0.469], [-0.134, -0.552, -0.491], [0.196, 0.337, 0.680], [-0.141, 0.310, -0.748], [-0.077, 0.122, -0.104], [0.433, 0.551, -0.774], [-1.142, 0.692, 0.038], [1.014, -1.488, 1.296], [-0.295, -0.177, 0.091], [-0.119, -0.087, -0.085], [0.065, -0.088, -0.061], [0.382, 0.260, -0.291], [-0.352, 0.396, -0.480], [0.062, -0.106, 0.275], [0.130, 0.014, -0.889], [-0.212, 1.240, 0.835], [0.091, -1.931, 0.070], [-0.752, -0.195, 0.823], [-0.234, -0.085, -0.544], [-0.538, 0.212, -1.334], [-0.203, 0.657, 1.572], [-0.859, 0.445, -1.477], [0.036, -0.768, 1.198], [0.172, -0.251, -0.401], [0.177, 0.283, -0.113], [0.144, -0.005, 0.045], [0.409, 0.437, 0.111], [-0.127, 0.051, -0.103], [0.107, 0.278, -0.656], [-0.269, -0.455, 0.280], [0.442, 0.310, 0.035], [0.830, -0.117, 0.492], [-0.530, -0.093, 0.494], [1.037, 0.115, -0.219], [0.076, -0.791, 0.490], [-0.331, 0.395, -0.527], [0.548, 0.300, -0.065], [-0.138, -0.074, -0.119], [-0.903, 1.796, 0.695], [-0.655, -0.277, 0.861], [0.214, 0.667, -0.704], [0.051, -1.066, -0.347], [1.985, 0.085, 0.935], [-1.055, -0.829, -0.426], [-0.581, 0.531, -0.951], [0.876, 0.803, 0.638], [0.084, -0.661, -0.127], [-0.115, -0.294, 0.179], [0.099, -0.859, -0.698], [0.179, -0.169, -0.234], [0.304, 0.077, -0.071], [-0.072, -0.326, -0.272], [-0.045, -0.633, -0.111], [-0.013, 0.480, 0.740], [-0.023, 0.008, -0.071], [-0.667, 0.353, -0.527], [-0.394, 0.372, 0.521], [-0.030, 0.264, -0.180], [-0.031, -0.528, 0.229], [0.149, 0.305, 0.086], [0.270, -0.383, -0.219], [0.353, 0.299, 0.047], [-0.460, 0.004, -0.492], [0.730, -0.453, 0.522], [0.694, -0.792, 0.359], [-0.943, 1.841, 0.681], [0.026, -1.082, -0.271], [-0.322, 1.323, -0.749], [-0.040, -1.092, 1.258], [-0.622, -0.523, -0.319], [0.415, 0.084, 0.524], [-0.672, -0.087, 0.042], [-0.414, 0.165, -0.209], [-0.071, -0.035, -0.544], [0.434, 0.498, -0.227], [0.125, -0.007, 0.628], [0.219, -0.130, -0.289], [0.160, -0.316, 0.065], [0.088, 0.152, 0.039], [0.065, -0.008, -0.404], [0.393, 0.043, 0.065], [0.203, 0.301, 0.331], [-0.426, -0.144, -0.043], [-0.097, 0.288, -0.190], [0.592, 0.158, -0.318], [-0.099, -0.139, -0.460], [0.373, -1.461, 0.873], [0.429, 0.508, -1.710], [2.982, -0.319, 0.953], [0.375, 0.269, 0.241], [-1.323, 0.079, -0.892], [-0.316, -0.388, 0.553], [-0.026, -0.121, 0.265], [-0.271, 0.079, 0.088], [0.448, 0.509, -0.332], [0.577, -0.390, -0.243], [-0.908, 0.178, -0.172], [-0.141, 0.227, 0.120], [-0.064, 0.159, 0.124], [-0.254, -0.193, -0.431], [0.111, 0.125, 0.275], [-1.473, 0.426, 0.411], [-0.560, 0.274, -0.134], [-0.914, 0.879, -0.275], [-0.143, -1.337, -0.709], [0.000, 0.704, 0.511], [-0.274, -1.437, -0.494], [-0.003, 1.395, -1.073], [0.344, 0.750, 0.561], [0.168, -0.005, 0.350], [0.306, 0.016, 0.044], [-0.248, -0.108, 0.115], [-0.159, 0.189, 0.317], [0.153, -0.351, 0.015], [-0.326, 0.302, -0.313], [0.215, -0.219, -0.398], [0.040, 0.019, 0.796], [-0.295, -0.190, 0.617], [-0.072, -0.349, -0.089], [1.231, -0.275, -0.039], [0.824, -1.431, 2.555], [0.416, 0.297, -1.254], [0.217, 0.452, -0.513], [0.298, 0.603, -0.193], [-1.723, -0.380, 0.593], [-0.321, 0.214, -0.928], [0.171, -0.129, -0.318], [-0.180, 0.296, -0.088], [0.179, -0.317, -0.137], [-0.231, 0.376, -0.353], [0.344, 0.839, -0.196], [0.141, -0.526, 0.688], [-0.054, -0.231, -0.332], [-0.236, -0.599, 0.045], [0.342, 0.282, 0.156], [0.024, 0.774, -0.180], [-0.193, -0.541, 0.448], [-0.069, 0.017, 0.497], [-0.318, -0.069, -0.546], [-0.088, -0.653, 0.258], [-0.238, -0.602, -0.550], [0.261, 0.310, 1.050], [0.406, 0.706, -0.400], [0.249, -0.105, 0.247], [0.059, 0.009, 0.249], [-0.114, 0.380, 0.159], [0.634, 0.018, -0.430], [0.235, -0.017, 0.401], [0.106, 0.179, -0.628], [0.179, -0.968, -0.881], [-0.910, 0.658, 0.278], [-0.261, 0.122, 0.283], [-0.107, -0.194, -0.183], [-0.016, 0.212, 0.242], [0.954, 0.107, -0.739], [1.393, -0.812, -1.011], [-0.136, -1.298, -0.360], [-1.780, 1.552, 0.326], [0.015, -0.570, 0.278], [-2.279, 0.785, 1.660], [-0.260, -0.136, 0.244], [0.119, -0.282, -0.165], [-0.437, -0.070, 0.607], [0.904, -0.127, -0.661], [0.095, -0.341, 0.187], [0.945, 0.419, -0.361], [-0.103, 0.362, -0.309], [-0.099, -0.008, 0.486], [0.028, 0.114, 0.015], [-0.135, 0.338, -0.517], [0.747, 0.014, 0.350]]
}